<i>
ORCA calculation (ωB97M-V with the def2-TZVPD basis set) on H5N2P in the gas phase.

Properties
SMILES string: NNP
Orbital gap, eV: 9.530
E_LUMO, eV: 1.165
E_HOMO, eV: -8.4

Each line ends with the natural charge from an NBO analysis.
Cartesian coordinates (Å):
N -0.5632 -0.4023 0.5651  -0.67
N -0.4501 -0.0103 -0.7978  -0.82
P 1.0210 0.5431 -1.1406  0.58
H -1.0870 -1.2900 0.7159  0.35
H 0.5705 -0.6762 0.8079  0.35
H -1.3017 0.3050 -1.3093  0.41
H 1.6444 -0.5210 -0.3754  -0.10
H 1.2532 1.4897 -0.0931  -0.10



<ii>
ORCA calculation (ωB97M-V with the def2-TZVPD basis set) on H5N2P in the gas phase.

Properties
SMILES string: NNP
Orbital gap, eV: 8.566
E_LUMO, eV: 0.635
E_HOMO, eV: -7.9

Each line ends with the natural charge from an NBO analysis.
Cartesian coordinates (Å):
N 1.5017 0.1717 -0.2149  -0.63
N 0.3980 -0.4502 0.2965  -0.58
P -1.5352 0.3534 -0.1102  0.24
H 1.4906 1.1151 -0.0501  0.34
H 1.7477 0.1910 -1.2469  0.32
H 0.3139 -1.3994 0.0019  0.35
H -1.5992 0.8995 1.2696  -0.01
H -2.3174 -0.8810 0.0540  -0.02



Stability summary: most stable <i>, least stable <ii>.



<i>
ORCA calculation (ωB97M-V with the def2-TZVPD basis set) on C5H9NO4 in the gas phase.

Properties
SMILES string: C#C[C@H](O)[C@H](O)[C@]([NH3+])([O-])O
Orbital gap, eV: 9.620
E_LUMO, eV: 0.222
E_HOMO, eV: -9.4

Each line ends with the natural charge from an NBO analysis.
Cartesian coordinates (Å):
C 1.8924 -0.0032 -3.1463  -0.20
C 1.0565 0.0580 -2.2741  -0.05
C 0.0583 0.1865 -1.2015  0.00
O -0.3001 1.5415 -0.9912  -0.71
C 0.5496 -0.4516 0.1100  0.03
O 0.9466 -1.7695 -0.1280  -0.71
C -0.5110 -0.4961 1.2435  0.66
N -0.7238 0.8933 1.8230  -0.83
O -0.3091 -1.3856 2.1285  -0.79
O -2.0906 -0.5747 0.7257  -0.86
H 2.7104 -0.0309 -3.8447  0.24
H -0.8602 -0.3336 -1.5080  0.24
H 0.4949 2.0833 -0.9378  0.47
H 1.3994 0.1531 0.4814  0.15
H 0.8377 -2.2109 0.7323  0.51
H -0.0898 1.0893 2.5946  0.43
H -0.6193 1.6533 1.1461  0.43
H -1.9376 0.8146 1.7357  0.51
H -2.5044 -1.2169 1.3107  0.49



<ii>
ORCA calculation (ωB97M-V with the def2-TZVPD basis set) on 2 unconnected molecules or ions with the total composition C5H9NO4.

Properties
Orbital gap (alpha / beta), eV: 5.726 / 9.429
E_LUMO (alpha / beta), eV: -2.452 / -0.482
E_HOMO (alpha / beta), eV: -8.2 / -9.9

Each line ends with the natural charge from an NBO analysis.
Cartesian coordinates (Å):
O 3.8592 -1.2099 0.2705  -0.24
N 3.1616 -0.2060 0.2412  0.51
O 1.9416 -0.1339 0.4469  -0.26
O 2.5352 3.1691 0.0055  -0.49
C 1.8537 2.9167 1.2067  -0.07
C 1.9562 4.3801 0.6936  0.11
C 3.2067 5.2356 0.7512  -0.63
C 0.6861 4.9418 0.5650  -0.09
C 0.4488 6.3360 0.0952  -0.13
O 0.3087 6.3525 -1.3123  -0.72
H 0.8990 2.4329 1.0093  0.19
H 2.4394 2.6384 2.0947  0.18
H 4.0279 4.5461 0.9719  0.23
H 3.2875 5.4732 -0.3198  0.23
H 3.2707 6.1334 1.3753  0.21
H -0.2155 4.3200 0.5526  0.19
H -0.4773 6.7220 0.5423  0.17
H 1.3094 6.9624 0.3570  0.16
H 0.2163 7.2818 -1.6201  0.47



Stability summary: most stable <i>, least stable <ii>.



<i>
ORCA calculation (ωB97M-V with the def2-TZVPD basis set) on 7 unconnected molecules or ions with the total composition C7H28O7.

Properties
SMILES string: CO.CO.CO.CO.CO.CO.CO
Orbital gap, eV: 10.059
E_LUMO, eV: 0.334
E_HOMO, eV: -9.7

Each line ends with the natural charge from an NBO analysis.
Cartesian coordinates (Å):
C 2.3497 -0.8907 -3.0690  -0.25
O 2.6021 -0.3536 -1.7659  -0.77
H 3.2822 -1.0173 -3.6133  0.19
H 1.9689 -1.9125 -2.9137  0.15
H 1.6080 -0.2842 -3.5891  0.17
H 1.7398 -0.0789 -1.4026  0.50
C 2.8432 -3.6570 -0.1087  -0.25
O 3.3478 -2.3478 0.1617  -0.76
H 1.8093 -3.7107 0.2398  0.16
H 2.9155 -3.8156 -1.1873  0.16
H 3.4360 -4.4154 0.3974  0.18
H 3.1974 -1.7838 -0.6126  0.49
C 0.1407 3.7322 -0.7560  -0.24
O 0.4502 5.1132 -0.6732  -0.73
H -0.0879 3.3841 -1.7686  0.17
H 0.9751 3.1130 -0.4125  0.17
H -0.7234 3.5948 -0.1110  0.17
H 1.3742 5.2743 -0.8718  0.47
C -0.8465 2.3630 2.4385  -0.25
O -1.9450 2.8004 3.2333  -0.72
H -0.0906 3.1253 2.2361  0.17
H -0.3047 1.5378 2.9002  0.17
H -1.2631 2.0111 1.4905  0.17
H -2.1254 3.7060 2.9661  0.47
C -3.3349 -1.0139 -2.4334  -0.25
O -1.9828 -0.6617 -2.6902  -0.74
H -3.9732 -0.9464 -3.3198  0.17
H -3.3919 -2.0099 -1.9953  0.17
H -3.7791 -0.2780 -1.7639  0.19
H -1.5681 -1.3889 -3.1653  0.48
C -1.5505 -1.2618 4.1190  -0.24
O -0.5307 -1.4552 3.1564  -0.74
H -2.4931 -1.4444 3.6071  0.18
H -1.4626 -1.9347 4.9758  0.16
H -1.5561 -0.2375 4.5008  0.17
H 0.2779 -0.9842 3.3650  0.47
C -0.1304 -0.3983 0.0666  -0.27
O -0.0045 0.4638 -1.0635  -0.77
H 0.0320 -1.4659 -0.1450  0.17
H 0.5834 -0.1885 0.8604  0.19
H -1.1646 -0.3407 0.4212  0.18
H -0.6247 0.0589 -1.7043  0.50



<ii>
ORCA calculation (ωB97M-V with the def2-TZVPD basis set) on a molecular structure, C7H28O7.

Properties
Orbital gap, eV: 8.721
E_LUMO, eV: 0.480
E_HOMO, eV: -8.2

Each line ends with the natural charge from an NBO analysis.
Cartesian coordinates (Å):
C 2.1998 -0.1960 0.3382  -0.26
O 3.2841 0.6532 -0.0681  -0.76
H 1.2293 0.2931 0.2549  0.21
H 2.1983 -0.9462 -0.4525  0.16
H 2.4136 -0.7322 1.2628  0.18
H 3.8990 0.6016 0.6673  0.47
C 1.2209 0.4123 -2.4825  -0.27
O 0.2787 -0.6334 -2.2085  -0.71
H 2.2277 0.0211 -2.6288  0.18
H 0.8078 0.8160 -3.4069  0.18
H 1.2119 1.1794 -1.7081  0.23
H 0.0790 -1.2609 -2.9070  0.51
C -0.6415 -1.9700 2.5870  -0.28
O 0.0182 -2.9413 3.4298  -0.72
H -1.1776 -1.2280 3.1788  0.16
H -0.0354 -1.4452 1.8485  0.21
H -1.5087 -2.4606 2.1449  0.17
H 0.3105 -2.3973 4.1648  0.46
C -2.6853 3.0192 0.9438  -0.27
O -1.9354 2.0900 0.1493  -0.70
H -2.5413 2.8596 2.0123  0.17
H -2.4972 4.0710 0.7283  0.17
H -3.7522 2.9526 0.7306  0.19
H -1.0900 2.0983 0.6040  0.45
C -0.9672 -0.2391 0.1570  -0.25
O 0.1889 -1.0156 -0.1658  -0.81
H -0.7941 0.8084 0.4038  0.13
H -1.6021 -0.3155 -0.7257  0.19
H -1.5520 -0.7610 0.9144  0.18
H 0.4446 -0.8636 -1.0785  0.47
C 0.8581 2.7598 -0.6195  -0.29
O 0.8575 2.8333 -2.0258  -0.72
H 1.8286 2.4187 -0.2591  0.20
H 0.5773 3.6485 -0.0543  0.17
H 0.2057 2.0047 -0.1810  0.17
H 1.6230 3.3156 -2.3467  0.48
C -0.8885 -2.8928 -0.5645  -0.26
O -1.1129 -4.2066 -1.1060  -0.74
H 0.1616 -2.7308 -0.3214  0.20
H -1.2089 -2.0834 -1.2205  0.16
H -1.3787 -2.7948 0.4041  0.16
H -0.7552 -4.7419 -0.3938  0.46



Stability summary: most stable <i>, least stable <ii>.



<i>
ORCA calculation (ωB97M-V with the def2-TZVPD basis set) on a molecular structure, C16H24AsN4STc.

Properties
Net charge: +3
Orbital gap (alpha / beta), eV: 7.921 / 7.019
E_LUMO (alpha / beta), eV: -10.415 / -11.653
2S+1: 2
E_HOMO (alpha / beta), eV: -18.3 / -18.7
⟨S²⟩: 0.76

Each line ends with the Löwdin charge.
Cartesian coordinates (Å):
Tc 0.4880 0.0345 1.1356  1.05
C 0.0364 2.7207 -2.4544  0.04
C 0.3845 1.6904 -1.4328  -0.20
N 0.0106 1.6959 -0.1886  -0.05
N -0.7833 2.7431 0.2261  0.03
C -1.3104 2.7374 1.4551  -0.73
N -2.0540 3.7458 1.8512  0.19
S -1.0023 1.4265 2.4977  0.84
C 1.2177 0.5496 -1.8033  -0.21
C 1.7651 0.4338 -3.0702  0.05
C 2.5809 -0.6466 -3.3736  0.04
C 2.8159 -1.5769 -2.3816  0.03
C 2.2314 -1.3993 -1.1366  -0.10
N 1.4428 -0.3621 -0.8227  -0.01
H -0.8054 3.3557 -2.1951  0.09
H -0.2262 2.2366 -3.3943  0.11
H 0.9034 3.3592 -2.6485  0.14
H -0.8617 3.5511 -0.3768  0.16
H -2.2436 4.5578 1.2784  0.16
H -2.4500 3.7488 2.7826  0.14
H 1.5717 1.1856 -3.8210  0.13
H 3.0197 -0.7484 -4.3572  0.15
H 3.4466 -2.4391 -2.5503  0.14
H 2.4207 -2.1372 -0.3789  0.10
C 2.1662 0.1993 2.7938  -0.07
C 2.4767 -0.7296 1.7956  -0.14
C 1.4787 -1.7825 1.8143  -0.19
C 0.5586 -1.4713 2.8466  -0.15
C 0.9749 -0.2503 3.4306  -0.17
H 2.7025 1.1111 3.0113  0.15
H 3.3658 -0.6983 1.1858  0.14
H 1.5368 -2.7072 1.2637  0.13
H -0.2887 -2.0532 3.1699  0.12
H 0.4788 0.2338 4.2586  0.12
C -2.3564 -2.5669 1.4784  -0.24
As -1.4765 -1.3163 0.2987  1.08
C -1.0728 -2.3689 -1.2703  -0.24
C -2.9152 -0.1378 -0.2391  -0.25
H -3.2586 -2.8984 0.9634  0.06
H -2.6431 -2.0885 2.4137  0.05
H -1.7257 -3.4336 1.6707  0.05
H -1.9797 -2.8832 -1.5882  0.06
H -0.3128 -3.1136 -1.0377  0.04
H -0.7249 -1.7292 -2.0798  0.03
H -3.7169 -0.7386 -0.6683  0.06
H -2.5714 0.5733 -0.9887  0.03
H -3.2947 0.3872 0.6359  0.03



<ii>
ORCA calculation (ωB97M-V with the def2-TZVPD basis set) on a molecular structure, C16H24AsN4STc.

Properties
Net charge: +3
Orbital gap (alpha / beta), eV: 6.193 / 6.523
E_LUMO (alpha / beta), eV: -12.214 / -11.789
2S+1: 2
E_HOMO (alpha / beta), eV: -18.4 / -18.3
⟨S²⟩: 1.15

Each line ends with the natural charge from an NBO analysis.
Cartesian coordinates (Å):
Tc -0.9659 -0.2144 -0.4776  0.55
C 0.6813 -0.2184 3.5643  -0.72
C 0.4023 -0.3738 2.1156  0.36
N -0.7000 0.0434 1.5278  -0.25
N -1.7121 0.5776 2.2778  -0.41
C -2.8392 1.0450 1.6960  0.33
N -3.8318 1.5221 2.4155  -0.70
S -2.9856 1.0068 -0.0121  0.09
C 1.3518 -0.9935 1.2082  0.11
C 2.5655 -1.5465 1.6264  -0.16
C 3.4112 -2.1475 0.7081  -0.09
C 3.0462 -2.1382 -0.6321  -0.18
C 1.8462 -1.5363 -0.9915  0.08
N 0.9957 -1.0147 -0.1067  -0.44
H 0.3389 0.7430 3.9488  0.26
H 1.7467 -0.2812 3.7706  0.28
H 0.1941 -1.0117 4.1422  0.29
H -1.6239 0.5632 3.2952  0.43
H -3.8422 1.5710 3.4269  0.44
H -4.6631 1.8654 1.9458  0.46
H 2.8572 -1.5141 2.6616  0.26
H 4.3440 -2.5898 1.0310  0.28
H 3.6825 -2.5894 -1.3796  0.28
H 1.5578 -1.4639 -2.0320  0.23
C -0.5840 -2.7729 -2.2415  -0.06
C -1.3398 -1.6265 -2.6038  -0.29
C -2.3944 -1.4839 -1.6523  -0.21
C -2.1296 -2.4187 -0.5952  -0.29
C -1.0427 -3.2325 -0.9997  -0.10
H 0.1540 -3.2534 -2.8587  0.27
H -1.3076 -1.1408 -3.5662  0.29
H -3.3715 -1.0771 -1.8811  0.30
H -2.8070 -2.6547 0.2108  0.28
H -0.6747 -4.0899 -0.4644  0.27
C -0.3821 3.5254 -0.4391  -0.92
As 0.3153 1.8922 -1.2483  1.16
C 0.3116 2.3006 -3.1516  -0.92
C 2.2095 1.9651 -0.7726  -0.93
H 0.1782 4.3816 -0.8318  0.28
H -0.2650 3.5110 0.6461  0.25
H -1.4358 3.6651 -0.6875  0.26
H 0.9618 3.1733 -3.2980  0.27
H -0.6930 2.5547 -3.4958  0.27
H 0.7007 1.4703 -3.7445  0.26
H 2.5939 2.9485 -1.0582  0.28
H 2.7923 1.2096 -1.2996  0.25
H 2.3523 1.8472 0.3025  0.24



Stability summary: most stable <i>, least stable <ii>.



<i>
ORCA calculation (ωB97M-V with the def2-TZVPD basis set) on a molecular structure, C2H4N4O2.

Properties
Orbital gap, eV: 9.331
E_LUMO, eV: -0.570
E_HOMO, eV: -9.9

Each line ends with the natural charge from an NBO analysis.
Cartesian coordinates (Å):
C -1.0239 1.0984 0.1225  0.27
C 0.9361 0.6158 -0.1567  0.44
H -2.3237 -1.8293 -0.4494  0.49
H -1.7973 1.8797 0.2306  0.24
H 2.3769 -0.3721 -0.5656  0.35
H 1.3172 -0.8359 1.4289  0.46
N -1.0274 -0.3208 0.2623  -0.03
N 0.1676 1.6454 0.0389  -0.44
N 2.2224 0.5755 -0.1579  -0.61
N 0.2130 -0.6562 -0.2850  -0.05
O -2.1561 -0.6375 -0.6017  -0.56
O 0.8967 -1.5919 0.6707  -0.55



<ii>
ORCA calculation (ωB97M-V with the def2-TZVPD basis set) on C2H4N4O2 in the gas phase.

Properties
SMILES string: Cn1nnc(=O)n1O
Orbital gap, eV: 9.688
E_LUMO, eV: -0.298
E_HOMO, eV: -10.0

Each line ends with the natural charge from an NBO analysis.
Cartesian coordinates (Å):
C 0.0464 0.6071 1.8178  -0.42
N 0.1755 0.4855 0.2405  -0.11
N -0.8772 1.1639 -0.2690  0.06
N -1.4750 0.5356 -1.1746  -0.29
C -0.5485 -0.5382 -1.6280  0.70
O -0.4299 -1.0671 -2.6800  -0.50
N 0.2145 -0.7602 -0.2850  -0.07
O 1.5164 -1.1367 -0.6400  -0.52
H -0.5444 1.4651 2.0715  0.23
H 1.1142 0.7696 2.1014  0.23
H -0.6080 -0.3805 1.9709  0.23
H 1.4159 -1.1442 -1.5253  0.46



<iii>
ORCA calculation (ωB97M-V with the def2-TZVPD basis set) on 3 unconnected molecules or ions with the total composition C2H4N4O2.

Properties
Orbital gap, eV: 8.013
E_LUMO, eV: -1.124
E_HOMO, eV: -9.1

Each line ends with the natural charge from an NBO analysis.
Cartesian coordinates (Å):
C -1.1125 0.1525 -0.1862  0.65
C 1.0160 0.8652 -0.1452  0.49
H -3.2037 0.7521 -0.8094  0.45
H -2.9102 -1.0409 0.9087  0.49
H 2.8063 0.7458 0.0000  0.34
H 1.6100 -1.2343 0.9808  0.45
N -2.3629 0.0181 0.1972  -0.84
N -0.4235 1.3523 -0.3099  -0.57
N 2.1693 1.4326 0.1941  -0.66
N 0.9771 -0.6582 -0.6225  0.09
O 1.8573 -1.4116 -0.0097  -0.49
O -0.4232 -0.9734 -0.1980  -0.39



Stability summary: most stable <ii>, least stable <iii>.